{"formula": "C26H44N3O4S", "method": "ωB97M-V with the def2-TZVPD basis set", "total_charge": 1, "max_force_ev_per_a": 3.71, "gap_ev": [5.74, 6.40], "e_lumo_ev": [-5.05, -5.09], "spin_multiplicity": 3, "symbols": ["C", "C", "C", "C", "N", "C", "C", "C", "C", "O", "O", "S", "H", "H", "H", "H", "H", "H", "H", "H", "C", "C", "C", "C", "C", "C", "N", "O", "C", "C", "C", "H", "H", "H", "H", "H", "H", "H", "H", "H", "H", "H", "H", "H", "H", "H", "H", "H", "H", "C", "C", "C", "C", "C", "C", "N", "O", "C", "C", "C", "H", "H", "H", "H", "H", "H", "H", "H", "H", "H", "H", "H", "H", "H", "H", "H", "H", "H"], "xyz": [[3.130, 3.590, 2.624], [2.152, 2.934, 1.764], [0.656, 2.753, 2.069], [0.244, 1.849, 3.169], [-1.090, 1.653, 3.423], [-2.101, 2.282, 2.663], [-1.804, 3.217, 1.582], [-0.388, 3.470, 1.264], [-0.046, 4.463, 0.117], [-0.693, 4.614, -0.868], [1.112, 5.272, 0.304], [0.750, 6.275, 1.640], [3.310, 4.697, 2.523], [3.690, 2.974, 3.370], [2.503, 2.526, 0.768], [1.061, 1.364, 3.748], [-1.350, 1.000, 4.165], [-3.183, 2.093, 2.866], [-2.610, 3.705, 0.990], [0.637, 5.483, 2.766], [-4.849, -4.556, 2.500], [-5.139, -3.064, 2.820], [-6.144, -2.532, 1.781], [-5.511, -2.327, 0.402], [-4.269, -1.445, 0.493], [-3.253, -1.945, 1.534], [-3.881, -2.255, 2.847], [-4.159, -1.089, 3.434], [-2.529, -3.201, 1.003], [-2.125, -0.908, 1.666], [-5.786, -3.119, 4.217], [-5.553, -5.215, 3.010], [-4.932, -4.795, 1.442], [-3.855, -4.847, 2.847], [-6.569, -1.578, 2.118], [-6.986, -3.223, 1.687], [-5.252, -3.287, -0.053], [-6.238, -1.868, -0.273], [-3.795, -1.382, -0.491], [-4.588, -0.426, 0.742], [-1.865, -3.619, 1.765], [-1.913, -2.958, 0.135], [-3.200, -3.989, 0.671], [-2.476, 0.080, 1.942], [-1.594, -0.794, 0.719], [-1.395, -1.225, 2.418], [-5.088, -3.546, 4.943], [-6.679, -3.746, 4.209], [-6.100, -2.141, 4.589], [3.397, 1.371, -4.994], [4.193, 1.563, -3.674], [5.643, 1.101, -3.912], [5.767, -0.420, -4.007], [5.148, -1.102, -2.791], [3.702, -0.651, -2.520], [3.552, 0.832, -2.537], [4.085, 1.296, -1.408], [2.750, -1.274, -3.563], [3.231, -1.269, -1.188], [4.142, 3.085, -3.445], [3.457, 2.259, -5.626], [3.763, 0.549, -5.604], [2.335, 1.213, -4.794], [6.291, 1.457, -3.100], [6.032, 1.549, -4.830], [5.294, -0.792, -4.922], [6.821, -0.700, -4.088], [5.181, -2.187, -2.926], [5.775, -0.885, -1.919], [1.732, -0.894, -3.435], [2.707, -2.359, -3.453], [3.048, -1.098, -4.593], [3.879, -1.005, -0.350], [3.232, -2.359, -1.249], [2.212, -0.951, -0.947], [3.106, 3.419, -3.330], [4.568, 3.622, -4.295], [4.700, 3.411, -2.565]]}

---

{"formula": "C38H27F5N10O2SV", "method": "ωB97M-V with the def2-TZVPD basis set", "de_lowest_ev": 0.000, "max_force_ev_per_a": 0.94, "gap_ev": [5.45, 7.64], "e_lumo_ev": [-0.94, -1.52], "spin_multiplicity": 4, "symbols": ["V", "C", "C", "N", "C", "C", "N", "C", "C", "C", "C", "C", "N", "C", "C", "N", "C", "C", "N", "C", "C", "C", "N", "C", "C", "H", "H", "H", "H", "H", "H", "H", "H", "H", "H", "H", "H", "F", "C", "C", "C", "F", "C", "F", "C", "F", "C", "F", "O", "N", "C", "C", "N", "C", "N", "C", "C", "O", "C", "C", "H", "H", "H", "H", "H", "H", "H", "H", "H", "H", "S", "C", "N", "C", "C", "C", "C", "C", "C", "H", "H", "H", "H", "H"], "xyz": [[1.164, -0.365, 0.636], [-1.432, 0.048, 4.690], [-0.321, -0.174, 3.895], [-0.443, -0.591, 2.642], [-1.674, -0.807, 2.168], [-2.786, -0.543, 2.973], [-2.668, -0.122, 4.221], [-1.728, -1.326, 0.799], [-2.865, -1.867, 0.258], [-2.823, -2.573, -0.957], [-1.547, -2.843, -1.470], [-0.431, -2.283, -0.898], [-0.512, -1.373, 0.139], [0.930, -2.630, -1.259], [1.315, -3.557, -2.233], [2.578, -3.844, -2.474], [3.503, -3.205, -1.750], [3.158, -2.269, -0.798], [1.875, -1.988, -0.554], [-4.034, -3.104, -1.599], [-4.102, -3.259, -2.983], [-5.259, -3.763, -3.554], [-6.336, -4.115, -2.857], [-6.271, -3.965, -1.537], [-5.163, -3.472, -0.869], [-1.331, 0.378, 5.716], [0.684, -0.003, 4.260], [-3.795, -0.657, 2.596], [-3.799, -1.780, 0.795], [-1.436, -3.523, -2.302], [0.575, -4.078, -2.828], [4.539, -3.444, -1.946], [3.899, -1.723, -0.228], [-3.275, -2.965, -3.616], [-5.326, -3.883, -4.630], [-7.152, -4.263, -0.979], [-5.179, -3.406, 0.211], [3.680, 1.859, 0.890], [3.390, 1.634, -0.407], [2.341, 0.801, -0.750], [2.185, 0.624, -2.115], [1.215, -0.200, -2.586], [2.954, 1.249, -3.078], [2.728, 1.054, -4.384], [3.974, 2.091, -2.676], [4.732, 2.710, -3.583], [4.199, 2.281, -1.327], [5.188, 3.087, -0.929], [2.389, -0.720, 2.093], [2.589, -1.461, 3.137], [3.839, -1.720, 3.385], [4.165, -2.490, 4.544], [4.447, -3.111, 5.467], [4.871, -1.279, 2.486], [5.660, -0.950, 1.719], [0.410, 3.875, -1.744], [-0.414, 2.994, -2.656], [-0.699, 1.774, -1.988], [-1.596, 0.931, -2.698], [-3.049, 1.232, -2.365], [0.843, 4.701, -2.309], [1.223, 3.294, -1.306], [-0.196, 4.292, -0.939], [0.143, 2.773, -3.576], [-1.345, 3.493, -2.950], [-1.344, -0.090, -2.409], [-1.413, 1.018, -3.774], [-3.303, 0.869, -1.366], [-3.718, 0.745, -3.076], [-3.245, 2.305, -2.401], [-1.466, 3.305, 1.600], [-0.782, 1.884, 0.927], [0.388, 1.543, 1.361], [0.844, 2.445, 2.325], [2.013, 2.336, 3.077], [2.285, 3.307, 4.017], [1.410, 4.377, 4.230], [0.231, 4.480, 3.521], [-0.046, 3.496, 2.577], [-1.312, 1.336, 0.165], [2.679, 1.502, 2.918], [3.193, 3.240, 4.602], [1.653, 5.128, 4.971], [-0.462, 5.290, 3.702]]}

---

{"formula": "C89H200N2O3P5", "method": "ωB97M-V with the def2-TZVPD basis set", "total_charge": 6, "max_force_ev_per_a": 3.27, "gap_ev": [7.77, 3.54], "e_lumo_ev": [-11.19, -15.42], "spin_multiplicity": 2, "symbols": ["C", "C", "C", "C", "P", "C", "C", "C", "C", "C", "C", "C", "C", "C", "C", "C", "C", "H", "H", "H", "H", "H", "H", "H", "H", "H", "H", "H", "H", "H", "H", "H", "H", "H", "H", "H", "H", "H", "H", "H", "H", "H", "H", "H", "H", "H", "H", "H", "H", "H", "H", "H", "H", "C", "C", "C", "C", "P", "C", "C", "C", "C", "C", "C", "C", "C", "C", "C", "C", "C", "H", "H", "H", "H", "H", "H", "H", "H", "H", "H", "H", "H", "H", "H", "H", "H", "H", "H", "H", "H", "H", "H", "H", "H", "H", "H", "H", "H", "H", "H", "H", "H", "H", "H", "H", "H", "C", "C", "C", "C", "P", "C", "C", "C", "C", "C", "C", "C", "C", "C", "C", "C", "C", "H", "H", "H", "H", "H", "H", "H", "H", "H", "H", "H", "H", "H", "H", "H", "H", "H", "H", "H", "H", "H", "H", "H", "H", "H", "H", "H", "H", "H", "H", "H", "H", "H", "H", "H", "H", "C", "C", "C", "C", "P", "C", "C", "C", "C", "C", "C", "C", "C", "C", "C", "C", "C", "H", "H", "H", "H", "H", "H", "H", "H", "H", "H", "H", "H", "H", "H", "H", "H", "H", "H", "H", "H", "H", "H", "H", "H", "H", "H", "H", "H", "H", "H", "H", "H", "H", "H", "H", "H", "C", "C", "C", "C", "P", "C", "C", "C", "C", "C", "C", "C", "C", "C", "C", "C", "C", "H", "H", "H", "H", "H", "H", "H", "H", "H", "H", "H", "H", "H", "H", "H", "H", "H", "H", "H", "H", "H", "H", "H", "H", "H", "H", "H", "H", "H", "H", "H", "H", "H", "H", "H", "H", "C", "C", "C", "C", "N", "C", "C", "C", "C", "C", "H", "H", "H", "H", "H", "H", "H", "H", "H", "H", "H", "H", "H", "H", "H", "H", "H", "H", "H", "H", "N", "O", "O", "O"], "xyz": [[-7.294, 8.916, 4.151], [-7.483, 7.798, 3.081], [-6.451, 6.707, 3.014], [-6.582, 5.759, 1.832], [-5.211, 4.590, 1.659], [-5.143, 3.341, 3.034], [-4.779, 3.802, 4.453], [-4.947, 2.651, 5.401], [-4.169, 2.953, 6.753], [-3.627, 5.556, 1.703], [-2.391, 4.761, 1.494], [-1.153, 5.618, 1.381], [-0.123, 4.851, 0.571], [-5.353, 3.762, 0.158], [-5.388, 4.625, -1.138], [-5.519, 3.761, -2.343], [-5.147, 4.687, -3.545], [-7.897, 8.736, 5.041], [-7.590, 9.840, 3.655], [-6.254, 9.097, 4.423], [-7.477, 8.221, 2.077], [-8.442, 7.287, 3.165], [-6.446, 6.229, 3.994], [-5.485, 7.199, 2.900], [-6.695, 6.300, 0.893], [-7.501, 5.173, 1.812], [-4.408, 2.642, 2.637], [-6.135, 2.926, 2.855], [-5.229, 4.720, 4.832], [-3.758, 4.166, 4.337], [-4.478, 1.838, 4.847], [-5.933, 2.236, 5.610], [-3.960, 2.054, 7.333], [-4.831, 3.583, 7.346], [-3.143, 3.318, 6.720], [-3.540, 5.912, 2.729], [-3.697, 6.364, 0.974], [-2.474, 4.221, 0.551], [-2.277, 4.033, 2.297], [-0.723, 5.816, 2.363], [-1.463, 6.557, 0.924], [0.828, 5.383, 0.613], [-0.526, 4.914, -0.440], [0.117, 3.854, 0.941], [-6.210, 3.090, 0.171], [-4.503, 3.093, 0.023], [-4.499, 5.256, -1.172], [-6.224, 5.324, -1.169], [-6.506, 3.339, -2.536], [-4.815, 2.931, -2.283], [-5.708, 5.621, -3.553], [-5.410, 4.080, -4.412], [-4.087, 4.925, -3.633], [4.013, -7.171, -3.424], [2.513, -6.893, -3.230], [2.263, -6.257, -1.862], [2.239, -7.280, -0.725], [2.159, -6.628, 1.024], [1.940, -8.132, 2.138], [0.750, -8.978, 1.690], [0.028, -9.703, 2.787], [-0.756, -8.746, 3.683], [3.796, -5.739, 1.457], [4.744, -5.085, 0.357], [6.080, -4.569, 0.906], [6.103, -3.258, 1.755], [0.649, -5.532, 1.198], [1.009, -3.996, 0.895], [1.633, -3.132, 1.985], [1.887, -1.696, 1.598], [4.643, -6.327, -3.703], [4.322, -7.997, -4.065], [4.428, -7.405, -2.444], [2.024, -7.855, -3.377], [2.075, -6.355, -4.071], [1.326, -5.703, -1.923], [2.998, -5.457, -1.777], [3.081, -7.958, -0.863], [1.275, -7.760, -0.897], [1.724, -7.820, 3.160], [2.863, -8.711, 2.142], [1.083, -9.700, 0.944], [-0.022, -8.427, 1.154], [0.769, -10.393, 3.193], [-0.725, -10.375, 2.375], [-0.158, -8.074, 4.299], [-1.453, -9.234, 4.364], [-1.320, -8.019, 3.098], [4.392, -6.592, 1.781], [3.740, -5.157, 2.377], [4.174, -4.278, -0.105], [4.985, -5.844, -0.387], [6.659, -4.434, -0.007], [6.464, -5.356, 1.555], [5.659, -2.448, 1.176], [7.114, -3.077, 2.121], [5.451, -3.317, 2.626], [0.338, -5.676, 2.233], [-0.135, -5.895, 0.534], [0.174, -3.429, 0.483], [1.642, -4.029, 0.007], [2.504, -3.446, 2.560], [0.819, -2.982, 2.695], [0.885, -1.319, 1.391], [2.518, -1.573, 0.718], [2.220, -1.032, 2.395], [-0.897, 2.834, -3.080], [-1.361, 2.318, -4.461], [-2.006, 0.901, -4.495], [-3.037, 0.569, -3.352], [-3.780, -1.075, -3.239], [-2.558, -2.346, -2.794], [-3.104, -3.763, -2.573], [-1.995, -4.797, -2.531], [-1.511, -5.176, -3.922], [-5.044, -1.112, -1.887], [-5.700, 0.142, -1.440], [-6.679, 0.051, -0.284], [-6.015, -0.347, 1.037], [-4.573, -1.534, -4.874], [-5.631, -0.459, -5.330], [-6.676, -1.069, -6.316], [-7.711, -0.093, -6.902], [-1.731, 3.167, -2.461], [-0.298, 3.704, -3.347], [-0.264, 2.144, -2.521], [-0.538, 2.249, -5.171], [-2.090, 3.036, -4.836], [-1.235, 0.133, -4.437], [-2.440, 0.716, -5.477], [-3.808, 1.311, -3.558], [-2.748, 0.861, -2.342], [-2.071, -2.042, -1.867], [-1.923, -2.280, -3.677], [-3.936, -3.900, -3.263], [-3.524, -3.755, -1.568], [-2.466, -5.669, -2.079], [-1.104, -4.470, -1.993], [-2.343, -5.156, -4.626], [-1.015, -6.143, -4.008], [-0.785, -4.459, -4.305], [-4.425, -1.530, -1.093], [-5.700, -1.915, -2.222], [-6.294, 0.523, -2.271], [-4.966, 0.946, -1.387], [-7.532, -0.605, -0.456], [-7.149, 1.025, -0.148], [-5.230, 0.364, 1.293], [-5.546, -1.331, 1.027], [-6.708, -0.257, 1.874], [-4.870, -2.576, -4.752], [-3.827, -1.538, -5.669], [-5.183, 0.439, -5.754], [-6.248, -0.165, -4.481], [-7.212, -1.925, -5.907], [-6.138, -1.482, -7.169], [-8.161, 0.405, -6.043], [-8.450, -0.652, -7.477], [-7.295, 0.655, -7.577], [1.042, -0.593, -2.457], [1.609, -2.038, -2.386], [2.535, -2.468, -3.554], [1.768, -2.898, -4.840], [2.489, -2.488, -6.478], [1.842, -3.569, -7.774], [2.249, -5.082, -7.713], [1.117, -5.944, -8.381], [1.380, -7.471, -8.499], [4.331, -2.645, -6.303], [4.889, -3.953, -5.565], [6.438, -4.109, -5.411], [7.052, -2.853, -4.797], [2.093, -0.797, -6.806], [3.053, 0.310, -6.230], [2.532, 1.799, -6.471], [3.019, 2.854, -5.512], [1.784, 0.153, -2.173], [0.182, -0.583, -1.787], [0.680, -0.436, -3.473], [0.835, -2.786, -2.551], [1.903, -2.112, -1.339], [3.062, -3.332, -3.149], [3.336, -1.732, -3.622], [0.757, -2.500, -4.753], [1.717, -3.982, -4.737], [2.119, -3.136, -8.735], [0.787, -3.399, -7.558], [2.330, -5.512, -6.715], [3.181, -5.403, -8.179], [0.953, -5.447, -9.337], [0.169, -5.785, -7.867], [1.774, -7.827, -7.547], [2.179, -7.678, -9.211], [0.434, -8.008, -8.565], [4.796, -1.818, -5.766], [4.657, -2.692, -7.342], [4.400, -4.759, -6.112], [4.491, -3.876, -4.553], [6.802, -4.402, -6.397], [6.689, -4.939, -4.751], [7.060, -1.932, -5.381], [8.071, -2.975, -4.430], [6.428, -2.544, -3.959], [1.087, -0.731, -6.394], [1.864, -0.764, -7.871], [4.070, 0.141, -6.584], [3.067, 0.208, -5.145], [1.442, 1.813, -6.449], [2.790, 2.061, -7.497], [2.924, 2.426, -4.514], [2.523, 3.823, -5.574], [4.058, 3.128, -5.695], [2.395, 2.417, 1.099], [3.607, 2.719, 0.197], [4.844, 3.314, 0.990], [4.567, 4.827, 1.152], [5.341, 5.768, 2.518], [7.089, 5.182, 2.667], [8.078, 6.065, 3.376], [9.484, 5.348, 3.380], [10.650, 6.307, 3.891], [4.290, 5.439, 3.981], [2.844, 5.924, 3.986], [2.216, 5.818, 5.392], [2.662, 6.683, 6.551], [5.318, 7.621, 2.133], [5.673, 8.657, 3.286], [5.281, 10.113, 2.958], [3.834, 10.352, 2.520], [2.701, 1.601, 1.753], [1.505, 2.075, 0.570], [2.236, 3.360, 1.621], [3.288, 3.367, -0.619], [3.958, 1.786, -0.244], [5.723, 3.069, 0.394], [4.810, 2.923, 2.007], [3.494, 4.990, 1.251], [4.840, 5.234, 0.178], [7.421, 5.047, 1.638], [7.026, 4.217, 3.170], [7.656, 6.315, 4.350], [8.254, 7.040, 2.923], [9.845, 5.012, 2.408], [9.358, 4.556, 4.119], [10.369, 6.886, 4.772], [10.918, 7.033, 3.123], [11.548, 5.691, 3.934], [4.892, 5.821, 4.806], [4.299, 4.353, 4.071], [2.263, 5.296, 3.310], [2.795, 6.952, 3.625], [2.053, 4.789, 5.714], [1.239, 6.226, 5.134], [2.020, 6.712, 7.431], [2.926, 7.686, 6.213], [3.661, 6.336, 6.816], [4.307, 7.835, 1.784], [5.939, 7.812, 1.258], [6.758, 8.698, 3.384], [5.281, 8.281, 4.231], [5.917, 10.494, 2.159], [5.350, 10.674, 3.890], [3.470, 11.368, 2.671], [3.189, 9.672, 3.076], [3.724, 10.101, 1.465], [-3.014, -0.565, 3.915], [-4.261, -0.897, 4.835], [-4.295, -2.306, 5.339], [-2.991, -2.667, 6.154], [-3.029, -3.913, 7.143], [-3.145, -5.239, 6.299], [-1.689, -5.547, 5.791], [-0.752, -4.708, 6.736], [-1.694, -4.153, 7.850], [-4.122, -3.758, 8.153], [-2.032, -0.479, 4.379], [-3.201, 0.384, 3.413], [-2.952, -1.282, 3.096], [-5.224, -0.674, 4.375], [-4.077, -0.291, 5.722], [-4.383, -2.918, 4.442], [-5.171, -2.442, 5.973], [-2.660, -1.836, 6.777], [-2.145, -2.850, 5.492], [-3.506, -6.059, 6.920], [-3.930, -5.026, 5.574], [-1.531, -6.592, 6.059], [-1.477, -5.271, 4.759], [0.035, -5.342, 7.143], [-0.149, -3.921, 6.284], [-1.932, -4.892, 8.615], [-1.339, -3.177, 8.181], [-4.037, -4.489, 8.958], [-5.118, -3.799, 7.714], [-4.100, -2.784, 8.642], [-2.024, 0.475, 0.373], [-0.856, 0.551, 0.061], [-2.500, -0.634, 0.377], [-2.666, 1.488, 0.562]]}

---

{"formula": "C2H4INOS", "method": "ωB97M-V with the def2-TZVPD basis set", "de_lowest_ev": 2.842, "max_force_ev_per_a": 1.77, "gap_ev": 6.24, "e_lumo_ev": -2.23, "symbols": ["C", "C", "N", "O", "S", "I", "H", "H", "H", "H"], "xyz": [[-0.696, -2.027, -0.055], [1.184, 1.044, -0.672], [0.019, -1.077, -0.001], [-1.404, -2.964, -0.002], [2.525, 0.880, 0.290], [-2.782, 1.027, 0.486], [1.251, 0.715, -1.693], [-2.380, -0.494, 0.563], [0.274, 1.509, -0.335], [2.009, 1.386, 1.420]]}